C79H66ClFN2O22 | ωB97M-V/def2-TZVPD

The calculated total energy comes out at -5374.5967 hartree. The value obtained for the maximum force is 0.0294 hartree/bohr. The value obtained for the HOMO energy is -8.4 eV. The lowest unoccupied orbital energy is -0.0641 Ha. The calculation puts the energy above the lowest of the compared OMol25 structures with the same formula, charge and spin at 0.0000 eV. Its SMILES is CC(C)Cc1c(CCCCn2cccc2)c(Cl)c(CC(=O)F)c2c1C(=O)N(CCCO)C2=O.O=C1C=CC(=O)C=C1.O=C1C=CC(=O)C=C1.O=C1C=CC(=O)C=C1.O=C1C=CC(=O)C=C1.O=C1C=CC(=O)C=C1.O=C1C=CC(=O)C=C1.O=C1C=CC(=O)C=C1.O=C1C=CC(=O)C=C1.O=C1C=CC(=O)C=C1. Its charge is 0.

Last columns: bonded neighbours and bond lengths (Å).
Atoms and positions in Å:
1 C 1.89670 3.46354 2.74102  N77 1.374, C137 1.368, H146 1.075
2 C 0.00690 2.31559 -0.31119  H92 1.086, H101 1.082, C119 1.520, C126 1.527
3 H 1.72096 -3.62372 4.49791  C5 1.083
4 H -3.78911 -0.21821 -2.11064  C40 1.092
5 C 2.24150 -4.56041 4.65346  H3 1.083, C36 1.331, C151 1.481
6 C 1.90754 -0.82993 -4.50079  H71 1.085, H120 1.081, C133 1.493, C139 1.506
7 H 0.55020 5.02864 -3.74100  C158 1.083
8 O 3.02147 -3.93924 8.80371  C142 1.214
9 C 6.52638 0.16670 0.59092  C24 1.484, C25 1.482, O31 1.215
10 H -0.06885 2.95867 4.49457  C60 1.084
11 H -11.52193 -1.33209 -1.71153  C163 1.082
12 O 1.30889 0.17327 -10.00152  C53 1.213
13 H 3.30466 -7.28568 2.73307  C147 1.083
14 H 3.26766 0.77564 -9.46900  C87 1.082
15 C -1.67387 1.92376 -2.21079  C46 1.513, H50 1.083, H54 1.080, C126 1.551
16 H 9.20217 2.15792 1.48364  C48 1.082
17 C -8.18884 -1.82380 -2.48126  C69 1.484, O81 1.213, C159 1.484
18 H -8.97308 2.00215 5.54271  C41 1.083
19 H 3.29342 -3.44182 -1.13249  C127 1.086
20 C -0.42965 -1.40034 -9.80532  H35 1.082, C53 1.483, C84 1.330
21 H 7.86811 0.22459 2.31983  C25 1.082
22 O -6.43662 2.45639 5.79149  C75 1.213
23 H 0.87187 3.90804 6.58275  C78 1.083
24 C 6.21049 0.81033 -0.70808  C9 1.484, C103 1.330, H123 1.084
25 C 7.65933 0.71107 1.37565  C9 1.482, H21 1.082, C48 1.330
26 C -1.55940 0.45505 -7.93524  C76 1.486, C113 1.330, H122 1.083
27 C -0.50299 -2.93770 -0.89477  O105 1.192, C131 1.509, N155 1.396
28 C 4.18232 0.26854 -7.55090  O51 1.214, C52 1.486, C87 1.483
29 C 3.20225 -3.45727 11.09800  H38 1.083, C142 1.484, C169 1.330
30 H 1.26790 3.93963 0.11688  C119 1.088
31 O 5.87639 -0.77610 0.99668  C9 1.215
32 C 1.30577 6.96474 -3.33206  C37 1.486, H90 1.083, C158 1.330
33 H 0.96804 -4.53969 0.52333  C149 1.075
34 H 4.11505 -8.01599 4.97453  C166 1.083
35 H 0.06823 -2.04299 -10.51994  C20 1.082
36 C 2.67244 -4.94511 5.85283  C5 1.331, C70 1.486, H104 1.082
37 C 1.00604 8.34554 -2.87313  C32 1.486, O165 1.211, C167 1.485
38 H 2.68143 -2.52083 10.94268  C29 1.083
39 H -2.45764 0.61207 -0.15589  C161 1.082
40 C -3.77224 -0.70330 -1.13289  H4 1.092, C61 1.522, C138 1.524, C161 1.545
41 C -8.37870 1.73817 4.67720  H18 1.083, C56 1.330, C75 1.485
42 H -9.31349 -0.18363 -1.56189  C159 1.083
43 H -3.11806 4.06672 8.33789  C145 1.083
44 H 4.84205 2.65299 -9.96361  C55 1.083
45 H -9.60244 -4.78370 -3.57096  C125 1.082
46 C -0.96548 0.59737 -2.37543  C15 1.513, C57 1.417, C150 1.401
47 O 4.23364 -1.16911 -4.31402  C133 1.171
48 C 8.37045 1.74234 0.92944  H16 1.082, C25 1.330, C85 1.486
49 H 2.24101 0.35088 3.75988  C160 1.071
50 H -1.95147 2.32288 -3.17884  C15 1.083
51 O 3.40554 -0.63479 -7.31643  C28 1.214
52 C 5.25860 0.63161 -6.59314  C28 1.486, C124 1.332, H168 1.083
53 C 0.25060 -0.12160 -9.48756  O12 1.213, C20 1.483, C113 1.484
54 H -2.58587 1.77361 -1.65247  C15 1.080
55 C 4.90750 2.05982 -9.06022  H44 1.083, C82 1.485, C87 1.331
56 C -8.91269 1.22048 3.57504  C41 1.330, C102 1.485, H108 1.083
57 C -1.28845 -0.50215 -1.54277  C46 1.417, C131 1.389, C161 1.507
58 H 6.88461 1.92407 -6.17528  C124 1.083
59 H 1.75527 -2.33609 1.08263  C97 1.090
60 C -0.69363 3.20868 5.34425  H10 1.084, C67 1.487, C78 1.330
61 C -4.88407 -0.09086 -0.29384  C40 1.522, H86 1.087, H94 1.088, H117 1.085
62 O 1.93980 -3.57841 -3.23418  C107 1.195
63 H 4.26767 -6.18944 9.18027  C143 1.082
64 O -1.92152 5.50733 -3.10709  C135 1.212
65 C -1.35230 7.72981 -2.58161  H121 1.083, C135 1.484, C167 1.330
66 H 2.99154 2.78866 4.54763  C137 1.075
67 C -2.15274 2.95926 5.20733  C60 1.487, O72 1.215, C89 1.487
68 H -1.47033 3.65684 -1.00528  C126 1.089
69 C -8.31144 -3.18146 -3.06794  C17 1.484, H109 1.083, C125 1.330
70 C 3.38245 -6.23824 6.02745  C36 1.486, O100 1.213, C166 1.485
71 H 1.77874 -0.08179 -5.27586  C6 1.085
72 O -2.62450 2.49009 4.19084  C67 1.215
73 C -6.61024 1.11600 2.51253  C102 1.484, H129 1.081, C170 1.331
74 H -3.86355 -2.71323 -0.43742  C138 1.086
75 C -6.91822 1.98449 4.78256  O22 1.213, C41 1.485, C170 1.484
76 C -2.24296 -0.82495 -8.25371  C26 1.486, O83 1.211, C84 1.485
77 N 1.19926 2.75765 1.79023  C1 1.374, C119 1.459, C152 1.364
78 C -0.18774 3.71898 6.46337  H23 1.083, C60 1.330, C95 1.483
79 C 4.34555 -5.13571 12.47593  C110 1.484, O136 1.212, C169 1.486
80 H -5.00899 1.82147 3.71456  C170 1.085
81 O -7.11488 -1.26578 -2.40597  C17 1.213
82 C 5.98829 2.42475 -8.11018  C55 1.485, O112 1.213, C124 1.486
83 O -3.29576 -1.12127 -7.73350  C76 1.211
84 C -1.58548 -1.72668 -9.23390  C20 1.330, C76 1.485, H140 1.082
85 C 8.05816 2.39027 -0.37105  C48 1.486, C103 1.485, O154 1.211
86 H -4.65428 0.92018 0.03427  C61 1.087
87 C 4.06873 1.05992 -8.79974  H14 1.082, C28 1.483, C55 1.331
88 C -10.73050 -3.14436 -2.65367  C125 1.485, O128 1.212, C163 1.485
89 C -3.01922 3.30116 6.36653  C67 1.487, H106 1.085, C145 1.330
90 H 2.33559 6.76142 -3.59718  C32 1.083
91 O -0.58459 4.52851 8.63750  C95 1.213
92 H 0.88354 1.78540 -0.67243  C2 1.086
93 H 0.11165 1.70749 -8.29017  C113 1.083
94 H -5.14672 -0.73377 0.54381  C61 1.088
95 C -1.05018 4.06192 7.61953  C78 1.483, O91 1.213, C145 1.483
96 H 1.62414 -5.38479 -0.82307  C149 1.089
97 C 2.76255 -2.50738 0.70191  H59 1.090, C127 1.532, O130 1.428, H134 1.087
98 H 4.05776 -1.13820 0.20142  O130 0.961
99 H 3.49084 -3.24633 13.18570  C169 1.083
100 O 3.77617 -6.59934 7.11649  C70 1.213
101 H -0.65543 1.63535 0.20761  C2 1.082
102 C -8.06927 0.86683 2.40484  C56 1.485, C73 1.484, O114 1.213
103 C 6.92210 1.84137 -1.15437  C24 1.330, C85 1.485, H156 1.082
104 H 2.53079 -4.34751 6.74422  C36 1.082
105 O -1.25290 -3.35620 -0.06830  C27 1.192
106 H -4.08030 3.10994 6.24793  C89 1.085
107 C 1.14297 -3.07304 -2.50050  O62 1.195, N155 1.383, C171 1.499
108 H -9.97412 1.03188 3.47620  C56 1.083
109 H -7.39440 -3.63537 -3.42203  C69 1.083
110 C 4.55634 -5.97515 11.27066  C79 1.484, C143 1.331, H153 1.083
111 H -0.14497 3.47548 -2.15126  C126 1.081
112 O 6.75049 3.33899 -8.34294  C82 1.213
113 C -0.40442 0.78091 -8.50849  C26 1.330, C53 1.484, H93 1.083
114 O -8.55679 0.39091 1.40177  C102 1.213
115 H -2.16815 -1.03198 0.34254  C161 1.086
116 H -0.59621 9.66645 -2.17484  C167 1.082
117 H -5.76860 -0.01747 -0.91875  C61 1.085
118 Cl 0.40235 1.81947 -4.38080  C150 1.742
119 C 0.51447 3.37120 0.65725  C2 1.520, H30 1.088, N77 1.459, H148 1.085
120 H 1.92982 -1.80694 -4.96199  C6 1.081
121 H -2.38228 7.93305 -2.31740  C65 1.083
122 H -2.05354 1.09659 -7.21649  C26 1.083
123 H 5.37704 0.39473 -1.26345  C24 1.084
124 C 6.09394 1.63461 -6.85618  C52 1.332, H58 1.083, C82 1.486
125 C -9.48928 -3.79394 -3.14754  H45 1.082, C69 1.330, C88 1.485
126 C -0.78141 2.94462 -1.45720  C2 1.527, C15 1.551, H68 1.089, H111 1.081
127 C 2.81588 -3.74087 -0.20438  H19 1.086, C97 1.532, H141 1.085, C149 1.507
128 O -11.80366 -3.70170 -2.72755  C88 1.212
129 H -6.01661 0.85027 1.64888  C73 1.081
130 O 3.13761 -1.32476 -0.00562  C97 1.428, H98 0.961
131 C -0.52886 -1.65532 -1.69009  C27 1.509, C57 1.389, C171 1.377
132 F 3.35380 0.23361 -2.91621  C133 1.329
133 C 3.27002 -0.62952 -3.92326  C6 1.493, O47 1.171, F132 1.329
134 H 3.41264 -2.61954 1.56627  C97 1.087
135 C -1.05249 6.34986 -3.03881  O64 1.212, C65 1.484, C158 1.485
136 O 4.73679 -5.48698 13.56771  C79 1.212
137 C 2.40463 2.59476 3.66821  C1 1.368, H66 1.075, C160 1.426
138 C -4.04753 -2.18379 -1.36739  C40 1.524, H74 1.086, H144 1.086, H157 1.081
139 C 0.78898 -0.70604 -3.49966  C6 1.506, C150 1.402, C171 1.385
140 H -2.09883 -2.65479 -9.44992  C84 1.082
141 H 3.47862 -4.46638 0.25537  C127 1.085
142 C 3.41521 -4.29931 9.89439  O8 1.214, C29 1.484, C143 1.485
143 C 4.12539 -5.59133 10.07086  H63 1.082, C110 1.331, C142 1.485
144 H -3.32762 -2.57725 -2.07831  C138 1.086
145 C -2.50567 3.81168 7.48231  H43 1.083, C89 1.330, C95 1.483
146 H 2.01432 4.53154 2.71652  C1 1.075
147 C 3.16239 -6.68985 3.62586  H13 1.083, C151 1.484, C166 1.330
148 H -0.29256 4.00830 1.00406  C119 1.085
149 C 1.47091 -4.38673 -0.41432  H33 1.075, H96 1.089, C127 1.507, N155 1.460
150 C 0.04130 0.46911 -3.34106  C46 1.401, Cl118 1.742, C139 1.402
151 C 2.45234 -5.39885 3.45039  C5 1.481, C147 1.484, O164 1.215
152 C 1.28339 1.43730 2.12181  N77 1.364, C160 1.377, H162 1.075
153 H 5.07700 -6.91135 11.42652  C110 1.083
154 O 8.70579 3.33033 -0.77474  C85 1.211
155 N 0.63802 -3.61352 -1.33137  C27 1.396, C107 1.383, C149 1.460
156 H 6.71173 2.32681 -2.09866  C103 1.082
157 H -5.05905 -2.37978 -1.69602  C138 1.081
158 C 0.35237 6.04032 -3.40824  H7 1.083, C32 1.330, C135 1.485
159 C -9.42778 -1.17337 -1.98670  C17 1.484, H42 1.083, C163 1.330
160 C 2.01911 1.27898 3.27463  H49 1.071, C137 1.426, C152 1.377
161 C -2.38754 -0.40591 -0.51668  H39 1.082, C40 1.545, C57 1.507, H115 1.086
162 H 0.85877 0.61046 1.58194  C152 1.075
163 C -10.60559 -1.78618 -2.06623  H11 1.082, C88 1.485, C159 1.330
164 O 2.06120 -5.04211 2.35729  C151 1.215
165 O 1.87454 9.18625 -2.80176  C37 1.211
166 C 3.59457 -7.07910 4.82142  H34 1.083, C70 1.485, C147 1.330
167 C -0.39933 8.65461 -2.50521  C37 1.485, C65 1.330, H116 1.082
168 H 5.31453 0.04948 -5.68173  C52 1.083
169 C 3.63396 -3.84415 12.29462  C29 1.330, C79 1.486, H99 1.083
170 C -6.07294 1.63343 3.61479  C73 1.331, C75 1.484, H80 1.085
171 C 0.47095 -1.73924 -2.63349  C107 1.499, C131 1.377, C139 1.385